Entry 1:
Molecular formula: C18H14N4O3S2
Method: DFT, ωB97M-V/def2-TZVPD

ORCA input file:
```
! RIJCOSX wB97M-V def2-TZVPD def2/J DEFGRID3
* xyz 0 1
S 3.12021 2.39475 0.25357
S 0.28823 3.18804 -0.39021
O -4.27403 -2.08020 0.76270
O 2.20258 -0.84780 2.47443
O 3.94301 -0.26900 -1.70329
N 3.27489 -0.33133 0.49827
N -0.40596 0.79217 0.25485
N -2.21191 2.14703 -0.45157
N 0.90746 0.84229 0.44284
C 0.32111 -3.72937 -0.45040
C 1.87226 -2.63152 -1.94703
C 1.44588 1.97670 0.17251
C 1.70647 -1.99492 0.38169
C -3.17583 0.00108 0.17114
C -3.03826 -2.61850 1.17203
C -4.56048 1.78774 -0.67863
C 3.89132 0.85773 0.95134
C -0.92118 1.89644 -0.17085
C -5.55404 -0.31242 -0.07211
C -4.30013 -0.80533 0.29571
C -3.31071 1.29695 -0.31483
C 0.72707 -2.93650 0.61824
C 2.33264 -1.01393 1.29312
C 2.27447 -1.84519 -0.88697
C 0.88258 -3.57942 -1.70949
C 3.26542 -0.74723 -0.83173
C -5.67300 0.97427 -0.55413
H 4.93126 0.92316 0.62800
H -6.41261 -0.95538 0.03144
H 3.80066 0.90345 2.03814
H -4.65910 2.79558 -1.05417
H -6.64355 1.35258 -0.83638
H 0.54427 -4.20787 -2.51984
H -2.32488 -2.65846 0.34288
H -3.25868 -3.62856 1.51444
H -2.19350 -0.34342 0.44192
H -2.41956 3.07476 -0.79230
H -2.60278 -2.04188 1.99362
H 0.29204 -3.04443 1.59926
H -0.44465 -4.47570 -0.29759
H 2.31336 -2.50808 -2.92388
*
```

Computed properties:
E_HOMO ... -7.941 eV
Gap between HOMO and LUMO ... 0.2841 Eh

***

Entry 2:
Molecular formula: C18H18BF4OPr
Method: DFT, ωB97M-V/def2-TZVPD

ORCA input file:
```
! RIJCOSX wB97M-V def2-TZVPD def2/J DEFGRID3
* xyz 0 3
Pr -1.63567 0.45660 0.05017
F -5.95976 0.61696 -1.55208
F -5.95097 2.55267 -0.31188
F -6.33461 0.59591 0.72505
F -3.93551 1.02504 -0.18748
O 1.86221 -0.01038 0.24573
C -2.50252 -0.85370 2.25597
C -3.74673 -0.50519 1.58514
C -1.12607 2.70938 -1.26559
C 4.29516 -1.51097 1.27575
C -3.88341 -1.29157 0.45802
C 4.37690 -0.74648 0.09994
C -3.10646 1.86146 -1.94653
C 5.59671 -0.78173 -0.62351
C -2.06787 1.07251 -2.55261
C 3.27642 0.14517 -0.32595
C -2.71057 -2.13082 0.34180
C 2.63329 1.12698 0.61774
C -0.85218 1.66380 -2.20602
C 6.54974 -2.34693 0.94604
C -2.51766 2.75545 -1.07715
C 6.66475 -1.57054 -0.20595
C 5.35968 -2.31027 1.67892
C -1.86044 -1.86711 1.48012
B -5.91140 1.24406 -0.33769
H -4.40128 0.22718 2.01926
H -2.52068 -2.73502 -0.52849
H 5.25403 -2.91646 2.57313
H 3.37382 -1.48847 1.86567
H 0.12664 1.32789 -2.54042
H 3.05201 1.14674 1.63483
H 7.58764 -1.58547 -0.77492
H -4.68509 -1.37233 -0.23516
H 3.28389 0.47230 -1.38471
H 2.25862 2.07289 0.19194
H -3.03310 3.29909 -0.28999
H 7.37585 -2.97675 1.27658
H -4.13571 1.81865 -2.31174
H -2.14676 -0.25858 3.08927
H 5.69170 -0.16298 -1.50870
H -0.87779 -2.27901 1.64865
H -2.31884 0.25365 -3.24106
H -0.39802 3.25637 -0.65210
*
```

Computed properties:
⟨S²⟩ ... 2.007
Relative energy (zero: lowest compared OMol25 entry of this formula, charge and spin) ... 0.000 eV
E_HOMO (alpha / beta) ... -7.732 / -7.722 eV
Gap between HOMO and LUMO (alpha / beta) ... 0.2607 / 0.2618 Eh

***

Entry 3:
Molecular formula: C3H8N2O
Method: DFT, ωB97M-V/def2-TZVPD

ORCA input file:
```
! RIJCOSX wB97M-V def2-TZVPD def2/J DEFGRID3
* xyz 0 1
O 3.06608 -1.38364 -0.48015
N -0.32947 -1.82456 0.60024
N 2.93500 -0.77103 0.50457
C 0.72132 1.51634 -0.76214
C -0.37618 2.09960 -1.29430
C 2.68735 -0.10195 1.39211
H -0.67127 -1.09449 -0.07182
H -0.46062 -2.68442 0.10214
H 2.68731 0.40350 2.33352
H -0.81867 2.98412 -0.84699
H 1.12520 0.58532 -1.03662
H -0.95596 1.63208 -2.10558
H -0.99225 -1.79470 1.41317
H 1.26470 2.00428 0.04505
*
```

Computed properties:
Relative energy (zero: lowest compared OMol25 entry of this formula, charge and spin) ... 5.080 eV
E_HOMO ... -9.832 eV
Gap between HOMO and LUMO ... 0.3965 Eh

***

Entry 4:
Molecular formula: C5H13NO
Method: DFT, ωB97M-V/def2-TZVPD

ORCA input file:
```
! RIJCOSX wB97M-V def2-TZVPD def2/J DEFGRID3
* xyz -1 2
O -3.23451 2.39549 3.27046
N 0.08302 -1.05868 0.98078
C 1.58829 0.10741 -2.23432
C 2.04937 -0.56750 -3.46605
C -1.20644 -0.73373 1.57290
C 0.69265 -0.00690 0.13166
C 1.08758 -0.58192 -1.20162
H -3.70622 2.47447 2.42782
H 3.13481 -0.40946 -3.55584
H -0.05644 0.77486 0.08635
H -1.18049 0.02678 2.36898
H -1.90186 -0.27784 0.86168
H 1.91549 -1.65011 -3.48833
H 1.63827 1.19024 -2.23302
H 0.70513 -1.61407 1.53095
H 0.91209 -1.63795 -1.31826
H 1.57410 0.36882 0.66849
H 1.59496 -0.19705 -4.39043
H -3.05089 1.43539 3.32698
H -1.59979 -1.68437 1.93497
*
```

Computed properties:
⟨S²⟩ ... 0.750
Relative energy (zero: lowest compared OMol25 entry of this formula, charge and spin) ... 1.861 eV
E_HOMO (alpha / beta) ... 1.159 / -5.030 eV
Gap between HOMO and LUMO (alpha / beta) ... 0.0783 / 0.3030 Eh

***

Entry 5:
Molecular formula: C4H5N3O
Method: DFT, ωB97M-V/def2-TZVPD

ORCA input file:
```
! RIJCOSX wB97M-V def2-TZVPD def2/J DEFGRID3
* xyz 0 1
O -0.77748 -2.72761 -1.43301
N -0.93932 0.45649 -0.25880
N 1.06684 -0.40674 0.37169
N 0.00538 0.40612 0.58754
C -0.39200 -1.68992 -0.88037
C 0.35711 1.83453 1.15727
C 0.80422 -1.48510 -0.23772
C -1.25001 -0.56249 -0.99974
H -0.14009 2.58274 0.58631
H 1.46201 2.08739 1.04752
H -2.03921 -0.40490 -1.80576
H 0.23654 2.08385 2.27133
H 1.60601 -2.17436 -0.40625
*
```

Computed properties:
Relative energy (zero: lowest compared OMol25 entry of this formula, charge and spin) ... 4.043 eV
E_HOMO ... -9.334 eV
Gap between HOMO and LUMO ... 0.3418 Eh

***

Entry 6:
Molecular formula: C10H20NO5PS2
Method: DFT, ωB97M-V/def2-TZVPD

ORCA input file:
```
! RIJCOSX wB97M-V def2-TZVPD def2/J DEFGRID3
* xyz 0 1
S -0.46675 0.51524 -2.15936
S -2.75826 -1.23387 -0.21639
P -1.41194 0.40143 -0.46033
O 2.28124 -0.19186 0.10722
O 3.60736 -0.92233 -1.55255
O -0.42123 0.34359 0.76287
O -0.30153 -2.75223 0.95056
O -2.31434 1.67264 -0.07918
N 0.74329 -2.42818 -1.02533
C -4.21079 1.58107 -1.62244
C -1.66498 -2.46034 -1.00181
C 2.72679 1.15629 -0.06656
C -0.80142 0.10127 2.12842
C -3.04788 2.38466 -1.07252
C 4.00859 1.41844 0.70884
C 2.08230 -2.45671 -0.48146
C 0.32162 0.61886 3.00442
C 2.76791 -1.10860 -0.71312
C -0.34776 -2.54683 -0.24364
H 0.42785 1.69525 2.89200
H -4.82914 1.20489 -0.81090
H -1.53210 -2.18767 -2.04881
H -3.39493 3.28663 -0.56226
H 4.80899 0.78977 0.32619
H 3.86382 1.20407 1.76521
H -0.92514 -0.97853 2.25536
H -2.36575 2.66450 -1.88306
H -3.83991 0.73657 -2.19968
H 4.29529 2.45977 0.59444
H 0.65054 -2.12331 -1.98347
H -2.19537 -3.40907 -0.92153
H 1.25220 0.14009 2.71250
H -1.74566 0.60982 2.33978
H -4.81310 2.21147 -2.27054
H 1.90319 1.77116 0.30056
H 1.98928 -2.65560 0.58906
H 2.66961 -3.23858 -0.97171
H 2.88032 1.33950 -1.13456
H 0.10778 0.38669 4.04381
*
```

Computed properties:
Relative energy (zero: lowest compared OMol25 entry of this formula, charge and spin) ... 0.096 eV
E_HOMO ... -9.176 eV
Gap between HOMO and LUMO ... 0.3567 Eh